No. 1
DFT (ωB97M-V/def2-TZVPD) results for 2 unconnected molecules or ions with the total composition C18H27ClN2O5P2S in a non-equilibrium geometry.

The geometry in XYZ format:
```
56
Properties=species:S:1:pos:R:3
H 1.542 3.785 -2.354
C 3.174 2.959 0.575
O -4.992 -1.296 1.701
C -2.294 0.649 0.502
H -4.111 2.580 1.051
P -4.017 1.231 2.775
C -3.124 -2.123 0.518
H -2.034 -3.540 -3.394
C -7.161 -5.868 -1.645
H -1.748 2.450 1.461
S -3.539 -3.768 0.784
N -7.938 -6.697 -1.492
H 7.894 -1.543 1.757
C -1.616 1.992 0.491
H 2.781 0.971 1.327
H 0.326 1.021 0.315
H -0.302 -2.175 -2.015
O -1.446 0.075 -1.625
P -1.328 -2.932 -1.438
H 3.944 1.886 2.274
H 5.183 1.627 -0.268
C -2.178 -1.753 -0.369
H -0.607 2.960 -1.754
C -6.175 -4.817 -1.840
H 6.992 -1.805 0.256
O 7.789 0.787 0.365
H -5.169 -5.182 -1.637
H 6.111 -1.611 1.782
C 6.983 -1.293 1.218
H 0.369 2.673 0.859
C 1.455 3.447 -1.317
C -0.111 2.007 0.139
Cl -2.274 1.659 3.842
H 4.002 3.670 0.642
C -1.920 -0.320 -0.582
C 0.257 2.492 -1.277
H -2.140 2.623 -0.238
C -3.269 0.273 1.364
O 5.865 0.831 1.510
H 2.712 1.717 -1.148
C 2.783 2.784 -0.913
O -4.285 2.642 1.998
H -6.198 -4.452 -2.865
C 3.622 1.665 1.254
H 4.534 0.027 0.139
H 1.268 4.338 -0.711
C 6.949 0.189 0.965
H -6.373 -3.977 -1.175
H -4.573 -3.603 1.616
C 4.804 1.007 0.548
C -3.899 -1.060 1.233
N -2.285 -3.681 -2.424
H -0.687 -3.748 -0.488
H 3.583 3.196 -1.528
H 2.344 3.400 1.127
H 0.526 1.631 -1.891
```

Properties
**SMILES**: CC(=O)OCCCCCCCCC1=C(P(O)Cl)C(=O)C(S)=C([PH2]=N)C1=O.CC#N
**Electronic energy**: -2728.83695 Ha
**HOMO-LUMO gap**: 0.2597 hartree
**2S+1**: 1


No. 2
DFT (ωB97M-V/def2-TZVPD) results for a molecular structure, C46H42FGeN3O5W in a non-equilibrium geometry.

The geometry in XYZ format:
```
99
Properties=species:S:1:pos:R:3
C -0.436 0.897 8.408
H -0.289 4.229 7.842
H 6.612 2.321 -1.566
H 1.777 2.200 6.983
C -0.906 3.964 0.601
H -3.822 -5.341 -6.943
H 1.029 3.473 6.030
C -3.233 -4.763 -6.244
H -0.706 3.722 4.574
C -0.183 1.657 4.723
C -2.778 0.262 -4.049
C 4.173 0.228 -2.644
C 6.258 -0.228 -3.766
H 6.826 -0.799 -4.489
H -1.056 4.909 0.097
H 7.917 1.004 -3.198
C 2.307 -3.208 -3.457
C 6.136 1.525 -2.123
H 0.462 0.884 9.023
H -4.853 -3.454 -5.714
C -1.899 -5.070 -6.040
C 2.784 -0.038 -2.440
H -0.780 -3.017 1.847
C -0.738 2.833 -0.162
C -1.717 -3.265 -4.432
C 1.042 -3.482 -2.960
H -1.685 2.387 7.733
H -0.087 5.609 3.017
C -0.161 0.487 6.947
C -2.053 6.217 2.160
C 0.819 2.671 6.731
H -2.672 5.929 1.323
H 0.764 -0.095 6.927
H 0.082 -0.474 2.070
C 0.815 -4.696 -2.303
C -3.814 -3.706 -5.553
C -2.677 -2.339 1.092
W -0.432 0.030 -2.139
H -0.966 -0.145 6.579
C 3.342 -4.115 -3.279
O -0.096 2.040 -2.301
H -1.439 -5.887 -6.579
H -1.974 -0.929 -5.601
H -3.372 -1.536 -2.107
H -4.456 -1.704 0.070
H 3.928 -6.007 -2.460
C -2.280 5.481 3.448
C 1.586 -0.199 -2.252
H 1.664 -6.534 -1.606
C 4.918 -0.511 -3.569
H 2.489 -2.289 -3.993
N -0.930 2.313 8.418
C -0.571 1.604 0.483
H -1.190 0.270 8.878
C -0.693 -2.527 -0.234
C 0.042 0.478 3.965
N -0.089 1.697 6.135
C -0.507 2.807 4.035
N -0.897 3.973 1.938
C -0.609 2.806 2.632
H -3.182 -2.429 2.047
C -0.318 -0.119 -4.451
H -2.175 6.024 4.378
F 0.443 -0.635 4.604
H -1.305 2.574 9.331
C 3.118 -5.304 -2.601
H 0.203 0.842 -4.397
C -0.647 3.029 -1.662
H -3.560 -2.144 -4.155
C -1.696 -0.013 -5.082
H 0.318 -0.830 -4.980
H 0.865 3.316 8.830
C -0.099 0.442 2.614
C -0.431 1.617 1.921
C 6.869 0.785 -3.041
Ge -0.536 -2.393 -3.178
C -1.034 5.238 2.646
C -1.409 -2.115 -1.369
O -0.974 4.092 -2.126
C -1.330 -2.658 0.987
C -1.145 -4.323 -5.146
C -2.779 -1.823 -1.252
C 4.794 1.255 -1.927
O -0.561 0.463 -0.118
O -2.251 0.485 -2.835
H -0.101 -4.577 -5.011
H -3.034 4.707 3.440
H -1.785 7.262 2.191
H 4.326 -3.894 -3.671
H 0.359 -2.771 -0.325
C 0.166 3.253 7.998
H -1.742 0.778 -5.835
O -3.962 0.210 -4.228
C -3.064 -2.963 -4.659
H 4.442 -1.292 -4.141
C -3.402 -1.928 -0.020
C 1.851 -5.599 -2.117
H -0.175 -4.954 -1.939
H 4.212 1.836 -1.224
```

Properties
**ΔE to the lowest compared entry with this formula, charge and spin**: 0.0 kJ/mol
**Electronic energy**: -4561.85856 Ha
**HOMO-LUMO gap (spin up / spin down)**: 0.2206 / 0.2496 hartree
**Total charge**: +2
**2S+1**: 3


No. 3
DFT (ωB97M-V/def2-TZVPD) results for a molecular structure, C34H54N4O5SSbScSi3.

The geometry in XYZ format:
```
103
Properties=species:S:1:pos:R:3
H 1.469 -1.139 -3.623
O 1.726 -1.166 2.493
H 0.974 -0.120 4.406
C -1.130 -1.844 -4.919
H 1.741 -6.254 -0.501
Sc -0.068 -0.638 1.243
H -3.427 -3.548 0.574
C 3.745 2.718 2.836
Si -2.785 1.720 0.065
H 6.802 3.659 3.775
N -1.948 -1.776 1.875
H 6.269 4.474 2.308
C 3.685 0.484 1.981
H -3.280 -1.027 -3.692
H -2.872 3.690 1.555
H -0.589 0.049 7.325
H 0.783 -5.104 -4.246
H 0.796 -3.126 2.228
C 0.510 -4.649 -1.195
C 5.136 2.716 2.789
H 3.223 3.605 3.175
H -0.963 -5.304 -4.070
H 0.380 -5.078 -2.174
C -3.471 -2.231 3.656
C -2.364 -5.700 -1.363
H -4.183 -2.980 -3.601
H -4.800 -3.874 -0.489
H 5.317 4.618 3.783
H -1.616 -3.231 3.292
H -4.135 -0.952 -2.123
H -1.741 -6.216 -2.095
C -3.324 -0.544 -2.721
H -1.197 -0.786 -4.667
H -3.500 0.519 -2.877
O -0.534 0.301 3.115
C -3.669 -3.917 -3.394
C 1.253 -5.320 -0.253
H 3.239 0.896 -0.591
H -4.822 1.473 -1.400
C -0.183 -4.625 -4.418
N 1.940 -0.632 0.169
C 3.014 1.612 2.435
H -3.046 -4.164 -4.254
N 0.062 -2.874 0.311
H 1.951 0.366 -1.662
C 5.071 0.458 1.926
C -2.740 -0.801 1.353
Si -2.714 -3.896 -1.772
C 5.786 1.572 2.333
H 6.869 1.554 2.295
C -3.945 -0.497 2.056
C -1.109 -2.867 -1.893
H -2.128 -2.209 -5.168
O 0.333 1.334 0.642
H 2.166 -2.674 -4.140
H -4.082 -2.259 -0.425
O 1.520 2.866 -0.472
C -2.310 -2.461 2.965
H -2.340 3.667 -1.324
H -1.534 2.612 1.994
C 1.325 -4.793 1.025
N -0.673 0.687 5.332
H -1.893 -5.813 -0.384
H -4.592 0.281 1.682
H -3.729 -2.821 4.523
H 1.932 1.641 2.449
H -5.228 -0.970 3.679
H -4.431 -4.698 -3.313
C -0.131 -3.436 -0.892
C -2.199 -0.065 0.248
C 0.726 -3.576 1.249
H -0.302 -4.523 -5.500
H -3.327 -6.217 -1.328
Sb -1.437 -0.671 -1.688
C 5.923 3.933 3.191
H 1.876 -2.366 -2.427
C -2.034 1.195 5.257
C -4.297 -1.201 3.174
O 3.724 -2.023 1.352
C -4.614 1.909 -0.421
C -0.029 0.678 6.631
H -2.431 1.002 4.266
H -0.519 -1.919 -5.824
H -5.342 1.491 0.275
H -2.050 2.232 -2.288
C -0.038 0.266 4.249
C 1.474 -2.215 -3.431
H 0.982 0.287 6.536
H -2.044 2.269 5.450
C -2.579 2.645 1.686
H -0.833 2.777 -1.119
H -2.649 0.690 6.003
C -1.901 2.664 -1.295
H -3.201 2.223 2.479
C 1.303 1.718 -0.135
Si -0.264 -2.904 -3.630
H 5.570 -0.435 1.576
C -3.858 -3.324 -0.403
H 1.860 -5.285 1.825
H 0.021 1.690 7.035
C 2.197 0.569 -0.618
H -4.824 2.981 -0.495
S 2.781 -0.942 1.444
```

Properties
**ΔE to the lowest compared entry with this formula, charge and spin**: 0.0 kJ/mol
**Electronic energy**: -4191.09970 Ha
**HOMO-LUMO gap**: 0.2669 hartree
**2S+1**: 1


No. 4
DFT (ωB97M-V/def2-TZVPD) results for 2 unconnected molecules or ions with the total composition C7H10NOPS2 in a non-equilibrium geometry.

The geometry in XYZ format:
```
22
Properties=species:S:1:pos:R:3
H 1.306 2.673 -1.111
C -0.682 -0.085 0.815
S 1.560 3.776 1.799
N 2.293 2.524 -0.909
C 1.671 0.314 1.400
C -0.302 -0.932 -0.204
H -0.169 1.271 2.196
H -2.976 -0.623 -1.000
H 2.392 0.881 1.979
C 1.074 -1.238 -0.389
H -2.716 -1.925 0.165
H 3.009 -0.729 0.254
C -2.585 -1.675 -0.804
H -1.742 0.223 1.079
H 1.309 -1.957 -1.099
H 2.934 2.276 -1.659
C 2.004 -0.617 0.371
O -1.114 -1.710 -0.972
P 2.900 2.936 0.572
H -2.826 -2.451 -1.527
S 4.766 2.405 0.860
C 0.299 0.460 1.573
```

Properties
**ΔE to the lowest compared entry with this formula, charge and spin**: 45.6 kJ/mol
**Electronic energy**: -1540.45304 Ha
**HOMO-LUMO gap**: 0.2914 hartree
**2S+1**: 1